2 unconnected molecules or ions with the total composition C4H8ClF. Source: the OMol25 dataset; level of theory: ωB97M-V/def2-TZVPD.

CARTESIAN COORDINATES (ANGSTROEM)
C1 -2.001 0.579 -0.065
C2 2.262 -0.929 0.310
C3 -0.712 -0.139 0.314
C4 0.541 0.474 -0.303
F1 0.833 1.698 0.250
Cl1 0.405 0.541 -2.051
H1 -2.221 1.512 0.356
H2 -2.788 -0.158 0.176
H3 -2.089 0.673 -1.115
H4 2.907 -0.807 -0.588
H5 2.585 -0.684 1.350
H6 1.457 -1.616 -0.003
H7 -0.567 -0.057 1.325
H8 -0.611 -1.087 0.045

- relative energy (zero: lowest compared OMol25 entry of this formula, charge and spin) (kcal/mol) = 83.1
- LUMO (eV) = 0.56
- E_HOMO (eV) = -8.797
- gap between HOMO and LUMO (Ha) = 0.3437
- spin multiplicity = 1

A gas-phase ion, C8H16N3 (charge +1). Source: the OMol25 dataset; level of theory: ωB97M-V/def2-TZVPD.

CARTESIAN COORDINATES (ANGSTROEM)
C1 0.238 1.394 -2.678
N1 0.142 0.584 -1.531
C2 1.079 0.103 -0.849
C3 0.690 -0.572 0.383
C4 1.067 -2.069 0.387
N2 1.305 0.058 1.537
C5 0.582 1.320 1.725
N3 -0.806 0.927 1.519
C6 -0.872 -0.121 0.518
C7 -1.766 -1.156 0.828
C8 -1.204 0.451 -0.868
H1 1.072 0.991 -3.325
H2 0.426 2.420 -2.456
H3 -0.723 1.304 -3.230
H4 2.208 0.224 -1.132
H5 0.180 -2.790 0.387
H6 1.618 -2.053 1.310
H7 1.635 -2.347 -0.524
H8 2.278 0.107 1.357
H9 0.733 1.697 2.732
H10 0.828 1.961 0.817
H11 -1.333 0.665 2.392
H12 -1.374 -1.700 1.652
H13 -1.710 -1.897 -0.089
H14 -2.801 -0.763 1.105
H15 -1.925 -0.170 -1.238
H16 -1.566 1.433 -0.729

- relative energy (zero: lowest compared OMol25 entry of this formula, charge and spin) (kcal/mol) = 40.7
- total charge = +1
- LUMO (eV) = -4.04
- E_HOMO (eV) = -12.877
- gap between HOMO and LUMO (Ha) = 0.3247
- spin multiplicity = 1

13 unconnected molecules or ions with the total composition C49H92O26S7. Source: the OMol25 dataset; level of theory: ωB97M-V/def2-TZVPD.

CARTESIAN COORDINATES (ANGSTROEM)
C1 -3.260 -0.118 4.574
C2 -2.352 -1.381 4.701
C3 -1.810 -1.322 6.054
O1 -1.976 -2.735 6.496
C4 -2.849 -3.267 5.734
O2 -3.223 -4.428 5.955
O3 -3.316 -2.377 4.799
H1 -4.042 -0.188 5.330
H2 -3.815 0.016 3.646
H3 -2.807 0.837 4.840
H4 -1.632 -1.541 3.898
H5 -2.304 -0.639 6.746
H6 -0.756 -1.068 5.946
C5 4.037 4.396 -1.509
C6 3.274 3.812 -0.208
C7 3.942 4.037 1.117
O4 3.108 4.913 1.887
C8 1.975 5.151 1.183
O5 0.901 5.591 1.601
O6 2.064 4.616 -0.040
H7 3.768 3.968 -2.475
H8 5.103 4.182 -1.579
H9 4.067 5.485 -1.496
H10 2.940 2.789 -0.378
H11 4.936 4.448 0.941
H12 4.150 3.111 1.653
C9 -1.947 -4.544 2.523
C10 -0.511 -4.728 1.914
C11 0.599 -4.238 2.973
O7 1.339 -5.327 3.298
C12 0.851 -6.413 2.726
O8 1.429 -7.419 2.782
O9 -0.162 -6.142 1.853
H13 -2.547 -5.170 1.862
H14 -2.416 -3.571 2.376
H15 -2.125 -4.857 3.551
H16 -0.488 -4.139 0.998
H17 0.188 -3.895 3.923
H18 1.110 -3.364 2.570
C13 -0.964 1.601 1.174
C14 -0.378 0.113 1.073
O10 -0.693 -0.710 1.973
C15 0.545 -0.258 -0.090
H19 -1.466 1.575 2.142
H20 -1.497 1.986 0.305
H21 -0.081 2.239 1.214
H22 -0.010 -0.835 -0.828
H23 1.381 -0.863 0.263
H24 1.076 0.556 -0.585
C16 -2.858 -6.026 -3.519
C17 -2.066 -5.441 -2.293
O11 -1.430 -4.419 -2.445
C18 -1.869 -6.222 -1.032
H25 -2.156 -6.124 -4.347
H26 -3.627 -5.261 -3.620
H27 -3.196 -7.014 -3.204
H28 -0.903 -5.983 -0.587
H29 -1.915 -7.259 -1.365
H30 -2.694 -6.017 -0.350
C19 0.924 1.979 4.731
C20 1.109 2.975 5.817
O12 1.709 2.531 6.804
C21 0.644 4.449 5.589
H31 1.605 2.250 3.924
H32 -0.074 2.023 4.296
H33 1.140 1.002 5.164
H34 -0.443 4.403 5.647
H35 0.832 4.973 4.652
H36 0.936 5.032 6.462
C22 4.755 -2.699 4.548
C23 5.228 -2.578 3.043
C24 5.499 -1.127 2.673
S1 4.041 -0.273 3.280
O13 2.840 -0.473 2.514
O14 4.453 1.087 3.521
C25 4.007 -1.268 4.905
H37 5.546 -2.835 5.285
H38 4.114 -3.581 4.536
H39 4.588 -3.021 2.279
H40 6.155 -3.078 2.764
H41 5.373 -0.794 1.642
H42 6.327 -0.842 3.322
H43 2.969 -1.249 5.236
H44 4.655 -0.771 5.626
C26 -0.789 5.908 -3.496
C27 -2.041 5.104 -3.417
C28 -1.563 3.599 -3.370
S2 0.221 3.483 -2.862
O15 0.969 3.171 -4.021
O16 0.313 2.753 -1.616
C29 0.325 5.300 -2.464
H45 -1.016 6.972 -3.428
H46 -0.435 5.716 -4.508
H47 -2.834 5.266 -4.146
H48 -2.481 5.410 -2.468
H49 -1.686 3.020 -4.285
H50 -2.156 3.172 -2.560
H51 1.205 5.905 -2.244
H52 -0.131 5.389 -1.478
C30 4.167 0.316 -1.734
C31 3.798 -0.180 -3.132
C32 4.554 0.665 -4.177
S3 6.259 0.875 -3.303
O17 6.636 2.316 -3.153
O18 7.240 -0.015 -3.892
C33 5.715 0.285 -1.640
H53 3.784 -0.235 -0.875
H54 3.849 1.325 -1.473
H55 2.726 -0.027 -3.250
H56 3.987 -1.244 -3.272
H57 4.259 1.704 -4.033
H58 4.605 0.495 -5.252
H59 6.159 0.763 -0.767
H60 6.074 -0.743 -1.693
C34 1.330 -4.905 -1.198
C35 2.329 -5.696 -0.288
C36 3.609 -5.818 -1.075
S4 3.878 -4.029 -1.564
O19 4.459 -3.990 -2.855
O20 4.373 -3.305 -0.397
C37 2.066 -3.598 -1.684
H61 0.432 -4.600 -0.661
H62 1.112 -5.535 -2.061
H63 1.839 -6.648 -0.086
H64 2.617 -5.197 0.638
H65 3.729 -6.406 -1.984
H66 4.471 -6.216 -0.539
H67 1.845 -3.390 -2.731
H68 1.794 -2.685 -1.155
C38 -3.824 0.442 -1.418
C39 -4.838 -0.572 -2.065
C40 -5.778 0.259 -3.004
S5 -6.013 1.930 -2.231
O21 -7.228 1.948 -1.488
O22 -5.644 2.927 -3.268
C41 -4.604 1.666 -1.037
H69 -3.031 0.892 -2.014
H70 -3.210 0.034 -0.615
H71 -5.487 -1.041 -1.326
H72 -4.320 -1.426 -2.501
H73 -6.722 -0.255 -3.182
H74 -5.257 0.437 -3.945
H75 -5.102 1.502 -0.082
H76 -4.067 2.553 -0.702
C42 -2.849 -1.632 -6.401
C43 -2.473 -2.468 -5.114
C44 -1.157 -2.024 -4.409
S6 -0.639 -0.513 -5.333
O23 0.807 -0.698 -5.593
O24 -1.119 0.742 -4.706
C45 -1.624 -0.833 -6.811
H77 -3.592 -0.873 -6.154
H78 -3.368 -2.165 -7.197
H79 -2.306 -3.463 -5.526
H80 -3.364 -2.636 -4.509
H81 -0.395 -2.803 -4.376
H82 -1.254 -1.787 -3.349
H83 -0.942 -1.540 -7.283
H84 -1.649 -0.017 -7.532
C46 -4.655 6.380 1.704
C47 -4.079 5.805 0.424
C48 -2.912 4.937 0.811
S7 -3.564 3.897 2.205
O25 -2.531 3.631 3.185
O26 -4.315 2.793 1.557
C49 -4.732 5.254 2.793
H85 -5.595 6.926 1.620
H86 -3.977 7.084 2.186
H87 -3.903 6.570 -0.332
H88 -4.950 5.296 0.010
H89 -1.992 5.425 1.134
H90 -2.651 4.227 0.027
H91 -4.505 5.621 3.794
H92 -5.758 4.885 2.800

- relative energy (zero: lowest compared OMol25 entry of this formula, charge and spin) (kcal/mol) = 27.8
- LUMO (eV) = -0.08
- E_HOMO (eV) = -9.385
- gap between HOMO and LUMO (Ha) = 0.3419
- spin multiplicity = 1